# C4H12

A cluster of 2 separate species, C4H12 in total in a non-equilibrium geometry (ωB97M-V with the def2-TZVPD basis set, the OMol25 dataset).

E_HOMO, eV: -11.43
Orbital gap, eV: 12.6
Net charge: 0
LUMO, eV: 1.1
Structure (SMILES): CC.CC

Last column: Mulliken charge in e.
CARTESIAN COORDINATES (ANGSTROEM)
C  -0.388  -1.207  -2.229  -0.856
C  0.090  0.233  -1.849  -0.718
H  -1.466  -1.307  -2.204  0.265
H  -0.090  -1.377  -3.268  0.298
H  0.167  -1.977  -1.696  0.273
H  -0.798  0.686  -1.414  0.196
H  0.907  0.243  -1.146  0.188
H  0.321  0.755  -2.770  0.366
C  0.140  0.329  1.305  -0.727
C  0.152  0.619  2.813  -1.120
H  -0.849  0.193  0.880  0.281
H  0.476  1.302  0.931  0.311
H  0.831  -0.434  0.969  0.298
H  1.186  0.770  3.100  0.308
H  -0.163  -0.237  3.428  0.317
H  -0.514  1.408  3.152  0.321

---

# C4H12

A cluster of 2 separate species, C4H12 in total in a non-equilibrium geometry (ωB97M-V with the def2-TZVPD basis set, the OMol25 dataset).

E_HOMO, eV: -11.65
Orbital gap, eV: 12.8
Net charge: 0
LUMO, eV: 1.2
Structure (SMILES): CC.CC

Last column: Mulliken charge in e.
CARTESIAN COORDINATES (ANGSTROEM)
C  -1.785  -0.772  1.144  -0.868
C  -0.917  0.130  2.013  -0.783
H  -2.179  -1.599  1.754  0.328
H  -2.685  -0.292  0.772  0.260
H  -1.220  -1.276  0.363  0.266
H  -0.603  1.023  1.473  0.198
H  -0.032  -0.399  2.349  0.271
H  -1.473  0.432  2.901  0.343
C  1.798  0.242  -2.247  -0.922
C  0.946  0.442  -0.973  -0.734
H  2.168  -0.778  -2.277  0.272
H  1.224  0.539  -3.114  0.275
H  2.709  0.841  -2.170  0.272
H  1.085  1.427  -0.537  0.301
H  1.071  -0.328  -0.213  0.253
H  -0.108  0.368  -1.239  0.268

---

# C4H12

A cluster of 2 separate species, C4H12 in total in a non-equilibrium geometry (ωB97M-V with the def2-TZVPD basis set, the OMol25 dataset).

E_HOMO, eV: -11.41
Orbital gap, eV: 12.5
Net charge: 0
LUMO, eV: 1.1
Structure (SMILES): CC.CC

Last column: Mulliken charge in e.
CARTESIAN COORDINATES (ANGSTROEM)
C  -1.740  2.786  0.108  -0.863
C  -0.519  1.786  0.059  -0.767
H  -1.346  3.803  0.135  0.269
H  -2.250  2.588  -0.823  0.260
H  -2.277  2.686  1.046  0.281
H  0.353  2.239  -0.391  0.376
H  -0.900  0.792  -0.163  0.181
H  -0.389  1.650  1.154  0.240
C  1.828  -2.122  -0.363  -0.909
C  0.369  -2.497  0.032  -0.391
H  2.539  -2.933  -0.224  0.322
H  2.008  -1.674  -1.332  0.292
H  2.093  -1.322  0.351  0.247
H  0.037  -3.262  -0.664  0.269
H  0.331  -2.983  1.002  0.251
H  -0.138  -1.536  0.073  -0.059

---

# C4H12

A cluster of 2 separate species, C4H12 in total in a non-equilibrium geometry (ωB97M-V with the def2-TZVPD basis set, the OMol25 dataset).

E_HOMO, eV: -11.54
Orbital gap, eV: 12.7
Net charge: 0
LUMO, eV: 1.1
Structure (SMILES): CC.CC

Last column: Mulliken charge in e.
CARTESIAN COORDINATES (ANGSTROEM)
C  -0.248  0.578  -1.814  -0.722
C  1.193  0.475  -2.203  -0.892
H  -0.664  -0.430  -1.780  0.248
H  -0.316  1.010  -0.817  0.206
H  -0.795  1.235  -2.486  0.333
H  1.783  -0.215  -1.588  0.277
H  1.378  0.124  -3.224  0.317
H  1.747  1.417  -2.158  0.275
C  -1.169  -0.838  2.209  -0.917
C  0.143  -0.183  1.855  -0.425
H  -1.451  -0.801  3.263  0.301
H  -2.054  -0.614  1.615  0.312
H  -1.060  -1.914  2.003  0.261
H  0.208  -0.051  0.780  -0.187
H  1.098  -0.637  2.114  0.341
H  0.204  0.842  2.231  0.271

---

# C4H12

A cluster of 2 separate species, C4H12 in total in a non-equilibrium geometry (ωB97M-V with the def2-TZVPD basis set, the OMol25 dataset).

E_HOMO, eV: -11.46
Orbital gap, eV: 12.6
Net charge: 0
LUMO, eV: 1.1
Structure (SMILES): CC.CC

Last column: Mulliken charge in e.
CARTESIAN COORDINATES (ANGSTROEM)
C  -0.847  0.945  -2.548  -0.872
C  -0.060  1.578  -1.392  -0.732
H  -1.869  1.363  -2.514  0.260
H  -0.527  1.115  -3.569  0.313
H  -1.090  -0.096  -2.339  0.277
H  0.974  1.225  -1.446  0.238
H  -0.399  1.273  -0.410  0.199
H  -0.018  2.651  -1.560  0.312
C  -0.122  -1.448  1.524  -0.673
C  1.035  -1.043  2.426  -0.798
H  0.063  -2.336  0.920  0.289
H  -1.019  -1.570  2.139  0.282
H  -0.503  -0.734  0.786  0.084
H  1.892  -0.689  1.859  0.274
H  0.624  -0.419  3.216  0.265
H  1.405  -1.918  2.971  0.281

---

# C4H12

A cluster of 2 separate species, C4H12 in total in a non-equilibrium geometry (ωB97M-V with the def2-TZVPD basis set, the OMol25 dataset).

E_HOMO, eV: -11.60
Orbital gap, eV: 12.7
Net charge: 0
LUMO, eV: 1.1
Structure (SMILES): CC.CC

Last column: Mulliken charge in e.
CARTESIAN COORDINATES (ANGSTROEM)
C  0.506  -0.555  2.881  -0.946
C  0.014  -0.128  1.477  -0.703
H  1.372  0.019  3.189  0.278
H  -0.278  -0.493  3.633  0.282
H  0.796  -1.612  2.837  0.270
H  -1.051  -0.317  1.385  0.294
H  0.518  -0.767  0.755  0.182
H  0.276  0.898  1.245  0.324
C  0.407  0.173  -2.458  -0.766
C  -0.954  0.602  -1.880  -0.555
H  0.253  -0.562  -3.245  0.286
H  1.025  0.975  -2.849  0.270
H  0.946  -0.431  -1.719  0.204
H  -0.980  0.576  -0.799  0.044
H  -1.132  1.649  -2.143  0.263
H  -1.719  -0.028  -2.311  0.273

---

# C4H12

A cluster of 2 separate species, C4H12 in total (ωB97M-V with the def2-TZVPD basis set, the OMol25 dataset).

E_HOMO, eV: -11.71
Orbital gap, eV: 12.8
Net charge: 0
LUMO, eV: 1.1
Structure (SMILES): CC.CC

Last column: Mulliken charge in e.
CARTESIAN COORDINATES (ANGSTROEM)
C  -0.431  -0.585  -2.983  -0.829
C  0.441  -1.158  -1.859  -0.589
H  -0.863  -1.392  -3.545  0.261
H  -1.234  -0.013  -2.539  0.285
H  0.104  0.029  -3.704  0.266
H  1.514  -1.048  -1.965  0.298
H  0.268  -2.230  -1.769  0.281
H  0.156  -0.773  -0.888  0.030
C  -0.383  0.303  2.758  -0.810
C  0.364  1.451  2.084  -0.733
H  -0.062  0.175  3.791  0.287
H  -1.457  0.460  2.811  0.273
H  -0.254  -0.647  2.250  0.243
H  -0.215  2.372  2.048  0.270
H  0.766  1.198  1.111  0.208
H  1.259  1.710  2.658  0.259

---

# C4H12

A cluster of 2 separate species, C4H12 in total in a non-equilibrium geometry (ωB97M-V with the def2-TZVPD basis set, the OMol25 dataset).

E_HOMO, eV: -11.51
Orbital gap, eV: 12.6
Net charge: 0
LUMO, eV: 1.1
Structure (SMILES): CC.CC

Last column: Mulliken charge in e.
CARTESIAN COORDINATES (ANGSTROEM)
C  -0.113  -1.266  -1.253  -0.686
C  0.826  -2.130  -2.107  -0.975
H  0.369  -0.290  -1.203  0.192
H  -1.071  -1.115  -1.744  0.311
H  -0.239  -1.602  -0.232  0.287
H  0.751  -1.957  -3.173  0.301
H  1.853  -1.985  -1.772  0.289
H  0.606  -3.184  -1.912  0.278
C  -0.146  1.111  1.195  -0.773
C  -0.616  2.253  2.121  -1.101
H  -1.006  0.748  0.659  0.272
H  0.686  1.514  0.631  0.311
H  0.309  0.336  1.752  0.340
H  -0.978  3.097  1.539  0.306
H  0.184  2.586  2.736  0.337
H  -1.415  1.883  2.763  0.309

---

# C4H12

A cluster of 2 separate species, C4H12 in total in a non-equilibrium geometry (ωB97M-V with the def2-TZVPD basis set, the OMol25 dataset).

E_HOMO (spin up / spin down), eV: -14.65 / -14.59
Orbital gap (spin up / spin down), eV: 10.9 / 3.0
Net charge: +1
LUMO (spin up / spin down), eV: -3.7 / -11.5
2S+1: 2

Last column: Mulliken charge in e.
CARTESIAN COORDINATES (ANGSTROEM)
C  1.386  -1.513  0.594  -0.604
C  2.372  -0.383  0.535  -0.905
H  1.300  -2.281  1.377  0.353
H  0.310  -1.208  0.551  -0.041
H  1.433  -2.175  -0.286  0.295
H  2.428  0.089  -0.442  0.304
H  3.343  -0.810  0.866  0.294
H  2.296  0.472  1.233  0.312
C  -2.490  1.217  -0.331  -0.546
C  -1.168  0.611  -0.730  -0.623
H  -2.899  0.707  0.553  0.356
H  -2.478  2.380  -0.251  0.380
H  -3.237  1.396  -1.231  0.377
H  -0.926  0.960  -1.772  0.368
H  -1.270  -0.470  -0.661  0.336
H  -0.399  1.009  -0.006  0.346

---

# C4H12

A cluster of 2 separate species, C4H12 in total in a non-equilibrium geometry (ωB97M-V with the def2-TZVPD basis set, the OMol25 dataset).

E_HOMO (spin up / spin down), eV: -16.60 / -16.62
Orbital gap (spin up / spin down), eV: 13.6 / 6.3
Net charge: +1
LUMO (spin up / spin down), eV: -3.0 / -10.3
2S+1: 2

Last column: Mulliken charge in e.
CARTESIAN COORDINATES (ANGSTROEM)
C  0.398  -0.764  -1.259  -0.281
C  -0.310  -0.862  -2.590  -0.937
H  -0.237  -0.303  -0.401  -0.319
H  0.733  -1.739  -0.888  0.396
H  1.265  -0.113  -1.309  0.337
H  -1.374  -1.093  -2.495  0.337
H  0.207  -1.620  -3.201  0.317
H  -0.288  0.098  -3.110  0.320
C  -0.060  1.110  1.268  -0.383
C  0.064  0.519  2.595  -0.884
H  -0.698  0.383  0.572  0.344
H  -0.656  2.035  1.251  0.393
H  0.892  1.182  0.769  0.318
H  -0.876  0.153  3.041  0.349
H  0.841  -0.210  2.739  0.341
H  0.204  1.329  3.332  0.353

---

# C4H12

A cluster of 2 separate species, C4H12 in total in a non-equilibrium geometry (ωB97M-V with the def2-TZVPD basis set, the OMol25 dataset).

E_HOMO (spin up / spin down), eV: -16.54 / -15.52
Orbital gap (spin up / spin down), eV: 13.6 / 4.4
Net charge: +1
LUMO (spin up / spin down), eV: -2.9 / -11.1
2S+1: 2

Last column: Mulliken charge in e.
CARTESIAN COORDINATES (ANGSTROEM)
C  -2.265  0.002  -0.309  -0.779
C  -1.479  1.202  -0.721  -0.544
H  -2.292  -0.234  0.746  0.349
H  -3.318  0.114  -0.676  0.339
H  -2.014  -0.889  -0.912  0.366
H  -0.463  0.823  -1.094  0.270
H  -1.897  1.671  -1.614  0.349
H  -1.208  1.846  0.109  0.356
C  1.572  -0.031  0.111  -0.391
C  2.158  -1.102  0.986  -0.887
H  2.127  0.040  -0.828  0.425
H  0.488  -0.210  -0.046  -0.170
H  1.682  0.911  0.645  0.383
H  1.575  -2.034  1.160  0.346
H  2.969  -1.612  0.424  0.294
H  2.579  -0.768  1.928  0.293

---

# C4H12

A cluster of 2 separate species, C4H12 in total in a non-equilibrium geometry (ωB97M-V with the def2-TZVPD basis set, the OMol25 dataset).

E_HOMO (spin up / spin down), eV: -14.34 / -14.33
Orbital gap (spin up / spin down), eV: 10.7 / 3.0
Net charge: +1
LUMO (spin up / spin down), eV: -3.6 / -11.4
2S+1: 2

Last column: Mulliken charge in e.
CARTESIAN COORDINATES (ANGSTROEM)
C  -2.361  0.402  0.633  -0.878
C  -1.869  1.772  1.105  -0.748
H  -2.034  -0.423  1.226  0.292
H  -3.451  0.360  0.533  0.321
H  -2.193  0.320  -0.426  0.255
H  -2.210  2.533  0.413  0.282
H  -2.298  2.032  2.096  0.263
H  -0.798  1.828  1.092  0.221
C  2.303  -1.176  -0.181  -0.545
C  1.903  -1.081  -1.546  -0.545
H  2.363  -0.214  0.426  0.373
H  1.540  -1.699  0.353  0.298
H  3.339  -1.550  -0.110  0.359
H  2.427  -1.716  -2.341  0.377
H  2.326  -0.124  -2.045  0.353
H  0.804  -1.128  -1.740  0.324

---

# C4H12

A cluster of 2 separate species, C4H12 in total in a non-equilibrium geometry (ωB97M-V with the def2-TZVPD basis set, the OMol25 dataset).

E_HOMO (spin up / spin down), eV: -16.29 / -15.83
Orbital gap (spin up / spin down), eV: 13.2 / 4.7
Net charge: +1
LUMO (spin up / spin down), eV: -3.1 / -11.1
2S+1: 2

Last column: Mulliken charge in e.
CARTESIAN COORDINATES (ANGSTROEM)
C  -0.819  1.121  -1.023  -0.213
C  -0.239  0.421  -2.224  -0.889
H  -0.857  2.221  -1.173  0.356
H  -1.830  0.799  -0.784  0.350
H  -0.140  1.040  -0.157  -0.251
H  -0.217  -0.665  -2.004  0.255
H  0.823  0.646  -2.331  0.317
H  -0.759  0.611  -3.159  0.335
C  0.498  -1.512  1.455  -0.559
C  0.590  -0.079  1.749  -0.807
H  1.343  -1.828  0.836  0.306
H  0.308  -2.099  2.353  0.342
H  -0.302  -1.708  0.693  0.289
H  -0.444  0.415  1.786  0.389
H  1.295  0.475  1.144  0.376
H  0.749  0.144  2.841  0.404

---

# C4H12

A cluster of 2 separate species, C4H12 in total (ωB97M-V with the def2-TZVPD basis set, the OMol25 dataset).

E_HOMO (spin up / spin down), eV: -16.15 / -15.19
Orbital gap (spin up / spin down), eV: 13.1 / 3.8
Net charge: +1
LUMO (spin up / spin down), eV: -3.0 / -11.4
2S+1: 2

Last column: Mulliken charge in e.
CARTESIAN COORDINATES (ANGSTROEM)
C  -0.379  -1.701  1.320  -0.670
C  -0.909  -0.664  2.216  -0.527
H  -1.004  -1.994  0.490  0.365
H  0.647  -1.412  0.949  0.303
H  -0.066  -2.610  1.899  0.342
H  -0.251  -0.357  3.021  0.340
H  -1.916  -0.935  2.606  0.339
H  -1.191  0.189  1.523  0.230
C  0.438  0.877  -1.125  -0.549
C  0.842  1.480  -2.422  -1.054
H  1.276  0.798  -0.434  0.335
H  -0.376  1.412  -0.603  0.281
H  0.028  -0.157  -1.284  0.268
H  1.620  0.926  -2.961  0.335
H  1.318  2.460  -2.250  0.325
H  0.003  1.724  -3.069  0.337

---

# C4H12

A cluster of 2 separate species, C4H12 in total in a non-equilibrium geometry (ωB97M-V with the def2-TZVPD basis set, the OMol25 dataset).

E_HOMO (spin up / spin down), eV: -14.59 / -14.58
Orbital gap (spin up / spin down), eV: 11.0 / 2.6
Net charge: +1
LUMO (spin up / spin down), eV: -3.6 / -12.0
2S+1: 2

Last column: Mulliken charge in e.
CARTESIAN COORDINATES (ANGSTROEM)
C  0.038  -1.464  -1.797  -0.555
C  -0.225  -2.372  -0.547  -0.585
H  0.566  -2.021  -2.607  0.398
H  -1.001  -1.389  -2.295  0.345
H  0.625  -0.593  -1.769  0.358
H  -0.230  -1.830  0.319  0.294
H  0.696  -2.953  -0.270  0.358
H  -1.118  -2.916  -0.726  0.377
C  -0.732  1.908  1.074  -0.903
C  0.860  1.856  1.416  -0.783
H  -0.958  2.034  0.066  0.308
H  -1.256  1.044  1.372  0.260
H  -1.127  2.790  1.538  0.331
H  1.491  0.934  1.261  0.225
H  1.106  2.419  2.315  0.321
H  1.265  2.551  0.651  0.250

---

# C4H12

A cluster of 2 separate species, C4H12 in total in a non-equilibrium geometry (ωB97M-V with the def2-TZVPD basis set, the OMol25 dataset).

E_HOMO (spin up / spin down), eV: -16.68 / -15.51
Orbital gap (spin up / spin down), eV: 13.7 / 4.3
Net charge: +1
LUMO (spin up / spin down), eV: -2.9 / -11.2
2S+1: 2

Last column: Mulliken charge in e.
CARTESIAN COORDINATES (ANGSTROEM)
C  -0.304  -2.319  -1.344  -0.935
C  0.296  -0.953  -1.099  -0.479
H  -0.682  -2.856  -0.481  0.341
H  -1.039  -2.273  -2.141  0.323
H  0.536  -2.926  -1.738  0.309
H  0.769  -0.513  -1.982  0.383
H  1.028  -0.840  -0.303  0.302
H  -0.555  -0.240  -0.910  0.067
C  0.376  1.282  1.807  -0.788
C  -0.406  1.962  0.622  -0.491
H  -0.231  0.591  2.397  0.319
H  1.253  0.847  1.312  0.330
H  0.832  2.060  2.440  0.392
H  0.401  2.722  0.500  0.286
H  -1.307  2.362  1.098  0.291
H  -0.654  1.353  -0.262  0.350

---

Results for energy above the lowest of the compared OMol25 structures with the same formula, charge and spin: 0.497; 0.184; 0.791; 0.308; 0.412; 0.292; 0.290; 0.261; 1.018; 0.030; 0.462; 0.648; 0.322; 0.323; 1.532; 0.625 (in eV, following the order of the records).